Here is a molecular structure, C28H36Cl3N6O7SV at a distorted geometry from OMol25. Energies are from wB97M-V/def2-TZVPD.

ΔE to the lowest compared entry with this formula, charge and spin: 31.6 kcal per mole
<S²>: 2.012
HOMO energy (alpha / beta): -13.04 / -13.04 eV

The geometry in ORCA input format:
```
! RIJCOSX wB97M-V def2-TZVPD def2/J DEFGRID3
* xyz 2 3
V 0.25973 1.06619 0.17146
O -0.67435 -2.10809 2.51436
C -0.66035 -0.92138 2.05405
O -0.11934 -0.61340 0.97751
C -1.39794 0.08628 2.89532
O -1.48975 1.33641 2.23853
C -0.66472 2.43027 2.75578
C 0.43613 2.46742 1.72003
O 1.48351 1.80455 1.84270
O 0.06457 2.86611 0.51394
H -0.19804 -2.74289 1.94867
H -0.91997 0.14568 3.87295
H -2.40322 -0.30540 3.04358
H -0.28930 2.21772 3.75071
H -1.26427 3.32992 2.74659
Cl -4.54365 8.13692 -6.59612
C -4.44079 6.86825 -5.43763
C -5.59242 6.29547 -4.93526
C -5.48286 5.26258 -4.01881
C -4.25208 4.78798 -3.58263
C -4.22441 3.62901 -2.61923
C -3.61319 2.40827 -3.33139
N -2.85217 1.53220 -2.42974
C -3.02961 0.16604 -2.26018
C -2.01966 -0.25686 -1.47659
N -1.21709 0.85017 -1.15448
C -1.78007 1.90287 -1.74775
O -3.45321 3.86414 -1.46457
C -4.02992 4.82345 -0.55725
C -5.25146 4.27563 0.10805
C -6.50464 4.78307 -0.00782
Cl -6.98311 6.16927 -0.89900
S -7.66280 3.89764 0.87998
C -6.47444 2.79814 1.42508
C -5.24667 3.11222 0.94902
C -3.11272 5.39348 -4.11105
Cl -1.48912 4.86364 -3.67766
C -3.19252 6.42528 -5.02806
H -6.56166 6.65438 -5.25664
H -6.38755 4.81560 -3.61820
H -5.25432 3.40273 -2.33167
H -2.93952 2.73731 -4.11727
H -4.40104 1.81635 -3.78641
H -3.84380 -0.37036 -2.72145
H -1.79147 -1.25543 -1.14838
H -1.43880 2.92188 -1.69172
H -4.25359 5.75720 -1.07230
H -3.24617 5.01489 0.17150
H -6.75348 1.98425 2.08060
H -4.34744 2.54603 1.17369
H -2.29266 6.87446 -5.42594
C 2.52850 1.74831 -1.43763
N 1.89482 0.48880 -0.80123
C 1.61425 -0.49433 -1.95568
N 2.80959 -0.79111 -2.68671
C 3.36285 0.45825 -3.24643
N 3.71145 1.40714 -2.17548
C 4.69686 0.77553 -1.28305
N 4.15656 -0.46213 -0.69671
C 2.99124 -0.15268 0.07312
C 3.81017 -1.38555 -1.78730
H 2.77509 2.43552 -0.63137
H 1.79330 2.18954 -2.10393
H 0.88074 -0.02740 -2.60719
H 1.20364 -1.40390 -1.51938
H 2.62582 0.91791 -3.90321
H 4.25721 0.22315 -3.81764
H 4.96858 1.46807 -0.48663
H 5.58714 0.53378 -1.85746
H 3.23762 0.54431 0.86252
H 2.57390 -1.06244 0.50075
H 3.41855 -2.31367 -1.36999
H 4.70671 -1.61003 -2.35819
C -0.21017 2.37909 -6.14122
C -0.29563 1.47442 -4.93479
O 0.21016 2.11537 -3.74067
H -0.59057 1.86394 -7.02597
H 0.82238 2.67692 -6.33351
H -0.81268 3.28308 -5.99441
H 0.30753 0.57747 -5.07842
H -1.32742 1.15371 -4.76454
H -0.01532 3.05218 -3.80758
*
```

How positive or negative is each atom? The Löwdin charges in e answer that:
1 V 1.0586
2 O 0.2596
3 C -0.3958
4 O -0.0041
5 C -0.0430
6 O -0.1057
7 C -0.0119
8 C -0.5388
9 O 0.0722
10 O -0.0494
11 H 0.1857
12 H 0.1660
13 H 0.1689
14 H 0.1484
15 H 0.1489
16 Cl 0.7375
17 C -0.6558
18 C -0.0709
19 C -0.0240
20 C -0.1985
21 C -0.2780
22 C -0.0259
23 N -0.0115
24 C -0.0019
25 C -0.0766
26 N -0.0337
27 C -0.1322
28 O -0.1535
29 C -0.1148
30 C -0.3335
31 C -0.9710
32 Cl 0.7056
33 S 1.0420
34 C -0.4012
35 C -0.1432
36 C -0.5133
37 Cl 0.8079
38 C -0.1119
39 H 0.1210
40 H 0.1162
41 H 0.1521
42 H 0.0974
43 H 0.1474
44 H 0.1401
45 H 0.1145
46 H 0.1182
47 H 0.1146
48 H 0.1361
49 H 0.0748
50 H 0.1051
51 H 0.1128
52 C -0.1252
53 N -0.1575
54 C -0.1385
55 N -0.0689
56 C -0.1179
57 N -0.0655
58 C -0.1221
59 N -0.0742
60 C -0.1386
61 C -0.1298
62 H 0.1357
63 H 0.1134
64 H 0.1073
65 H 0.1316
66 H 0.1225
67 H 0.1393
68 H 0.1396
69 H 0.1384
70 H 0.1221
71 H 0.1296
72 H 0.1351
73 H 0.1378
74 C -0.0692
75 C -0.2873
76 O -0.1510
77 H 0.0917
78 H 0.0901
79 H 0.0544
80 H 0.1135
81 H 0.0973
82 H -0.0049

---

Here is a molecular structure, C28H36ClFIN3O9P3 at a distorted geometry from OMol25. Energies are from wB97M-V/def2-TZVPD.

HOMO energy: -11.18 eV

The geometry in ORCA input format:
```
! RIJCOSX wB97M-V def2-TZVPD def2/J DEFGRID3
* xyz 1 1
N -4.04757 -1.86477 3.84673
C -3.57474 -1.63548 2.46629
C -3.77978 -2.90720 1.66039
O -5.17540 -3.10360 1.42965
C -3.02448 -2.98120 0.30386
C -2.00013 -1.90163 0.03989
C -0.62438 -2.13392 0.31301
P 0.06780 -3.74223 1.03977
O -1.09741 -4.15083 2.10493
Cl -0.38555 -5.00172 -0.49182
C 0.33197 -1.18069 0.06304
C 1.74675 -1.61623 0.33873
C 2.13149 -1.47888 1.81264
C 3.41212 -2.25346 2.09617
O 3.88873 -2.99826 1.27828
N 3.90741 -2.09086 3.38060
C 5.32259 -2.34355 3.57694
C 6.27764 -1.62704 2.87759
C 7.61859 -1.87708 3.09949
C 7.99908 -2.82968 4.02928
C 7.04090 -3.54604 4.72163
C 5.69599 -3.30813 4.48657
C -0.07116 0.11656 -0.44570
C 0.86804 1.17987 -0.66984
P 2.69032 1.43292 -0.36443
P 3.58762 0.54254 -2.13819
O 4.53376 -0.48806 -1.72598
O 4.20642 1.82376 -2.84798
O 2.42182 0.06016 -3.11139
N 0.41498 2.31521 -1.21503
O 1.36146 3.25780 -1.56705
C -0.88188 2.61424 -1.55273
C -1.11182 3.96908 -2.14732
C -1.15019 3.96346 -3.68419
C -1.60811 5.31219 -4.22423
C -3.08974 5.58851 -4.03861
O -3.27746 6.27424 -2.79187
C -4.42262 6.04186 -2.12620
O -4.61881 6.44451 -1.01958
C -1.81726 1.66005 -1.33484
I -3.69445 2.38877 -1.94386
C -1.48346 0.35643 -0.75716
C -2.42816 -0.68753 -0.48577
C -3.90771 -0.58948 -0.74272
C -4.31772 -0.87340 -2.18790
F -4.35729 -2.24129 -2.39621
H -3.58884 -1.21659 4.47275
H -5.03955 -1.69139 3.92616
H -4.13644 -0.81482 2.00650
H -2.52304 -1.36639 2.54634
H -3.48919 -3.73488 2.29250
H -5.62911 -2.25700 1.38805
H -3.78729 -2.89543 -0.45560
H -2.60850 -3.96398 0.16199
H -1.02437 -3.59528 2.89203
H 1.85952 -2.67279 0.11911
H 2.49185 -1.17898 -0.30515
H 1.35381 -1.94721 2.41980
H 2.20212 -0.44855 2.15721
H 3.68355 -1.16127 3.71783
H 5.95188 -0.89428 2.15225
H 8.35815 -1.32899 2.53662
H 9.04835 -3.00987 4.20612
H 7.33761 -4.28928 5.44517
H 4.94290 -3.87784 5.00879
H 3.04268 0.54493 0.63694
H 4.79697 1.55756 -3.56974
H 2.18966 0.73970 -3.75720
H 1.56333 3.76964 -0.76557
H -2.00565 4.41111 -1.71695
H -0.30430 4.63759 -1.88712
H -0.12424 3.81103 -4.02408
H -1.75785 3.15301 -4.08285
H -1.02932 6.10660 -3.75724
H -1.41012 5.32491 -5.29472
H -3.64891 4.65190 -4.04143
H -3.45725 6.20773 -4.85361
H -5.15780 5.43967 -2.68325
H -4.44611 -1.32174 -0.15231
H -4.32632 0.34027 -0.39566
H -3.60414 -0.45859 -2.89847
H -5.30223 -0.46044 -2.40009
*
```

How positive or negative is each atom? The Löwdin charges in e answer that:
1 N 0.0214
2 C -0.2217
3 C -0.3487
4 O -0.0135
5 C -0.0985
6 C -0.1222
7 C -0.2339
8 P 0.6512
9 O -0.3310
10 Cl 0.3549
11 C -0.1474
12 C -0.2369
13 C -0.1347
14 C -0.4786
15 O 0.1182
16 N 0.1153
17 C -0.2524
18 C -0.0276
19 C -0.0718
20 C -0.0809
21 C -0.0708
22 C -0.0198
23 C -0.0322
24 C -0.2519
25 P 1.0118
26 P 0.2541
27 O -0.2670
28 O -0.1579
29 O -0.1263
30 N -0.0933
31 O -0.0329
32 C -0.2552
33 C -0.2053
34 C -0.2015
35 C -0.1571
36 C -0.1870
37 O -0.0333
38 C -0.3910
39 O 0.1004
40 C -0.4152
41 I 1.3181
42 C -0.0496
43 C -0.1043
44 C -0.2029
45 C -0.2291
46 F -0.0309
47 H 0.0655
48 H 0.0717
49 H 0.1144
50 H 0.1159
51 H 0.1303
52 H 0.0851
53 H 0.0958
54 H 0.0614
55 H 0.0691
56 H 0.0623
57 H 0.0568
58 H 0.0937
59 H 0.1014
60 H 0.1343
61 H 0.1142
62 H 0.1061
63 H 0.1059
64 H 0.1066
65 H 0.1150
66 H -0.0766
67 H 0.1051
68 H 0.0895
69 H 0.1260
70 H 0.0622
71 H 0.1195
72 H 0.1165
73 H 0.0895
74 H 0.1299
75 H 0.1229
76 H 0.0815
77 H 0.1314
78 H 0.1398
79 H 0.0850
80 H 0.0384
81 H 0.0895
82 H 0.1138

---

Here is a molecular structure, C28H36CrN2O3SeSi from OMol25. Energies are from wB97M-V/def2-TZVPD.

ΔE to the lowest compared entry with this formula, charge and spin: 47.3 kcal per mole
<S²>: 6.115
HOMO energy (alpha / beta): 0.61 / -1.36 eV

The geometry in ORCA input format:
```
! RIJCOSX wB97M-V def2-TZVPD def2/J DEFGRID3
* xyz -2 5
Cr -0.62822 -0.43804 -0.43041
C 0.66612 -1.30680 1.60830
C -0.27937 -2.15909 0.99077
C 0.22998 -2.51866 -0.30245
C 1.45859 -1.83180 -0.46748
C 1.72495 -1.09134 0.69690
C 2.96547 -0.28866 0.93958
C 2.37005 -2.00553 -1.64286
C -0.19434 -3.71565 -1.10171
C -1.40212 -2.83757 1.71094
C 0.60689 -0.98225 3.06992
H 2.91379 0.68782 0.45311
H 3.84493 -0.82092 0.56211
H 3.10719 -0.09255 2.00125
H 1.81162 -2.31784 -2.52593
H 3.13194 -2.76859 -1.43983
H 2.88992 -1.07925 -1.89487
H -0.20734 -3.52271 -2.17546
H -1.19361 -4.05560 -0.83135
H 0.50223 -4.54197 -0.91302
H -2.09738 -3.30750 1.01701
H -1.97937 -2.13334 2.31343
H -1.01025 -3.60767 2.38660
H 1.38465 -0.28053 3.35871
H 0.71687 -1.90812 3.65101
H -0.33664 -0.51542 3.35192
C -1.26120 3.98164 -0.33220
O -0.10639 4.26077 -1.11617
C 0.30943 3.34990 -2.04686
C 1.03432 3.89782 -3.10438
C 1.48170 3.10281 -4.15468
C 1.13693 1.76792 -4.18981
C 0.39035 1.18663 -3.14265
C -0.16141 -0.11265 -3.31160
N -0.91420 -0.68320 -2.35857
N -1.83837 -1.60381 -2.67827
C -2.60224 -1.81078 -1.62848
O -2.44079 -1.10422 -0.50830
C -3.64881 -2.81449 -1.67049
C -4.54531 -2.94425 -0.59720
C -5.51082 -3.93989 -0.59241
C -5.61339 -4.83975 -1.64736
C -4.73026 -4.71421 -2.72125
C -3.76816 -3.72339 -2.73805
C 0.07750 1.96131 -1.97971
O -0.42642 1.40764 -0.88580
H -1.51486 4.92793 0.14740
H -1.06324 3.23114 0.42469
H -2.08889 3.66147 -0.97456
H 1.22293 4.96419 -3.07893
H 2.07180 3.53967 -4.95288
H 1.41467 1.14497 -5.03374
H -0.15513 -0.58321 -4.29136
H -4.45564 -2.25029 0.22773
H -6.18861 -4.01831 0.25098
H -6.36003 -5.62484 -1.63535
H -4.78874 -5.41134 -3.55067
H -3.07716 -3.63310 -3.56612
C 1.52401 4.26633 5.02177
Si 2.25686 3.46626 3.46257
C 3.71079 2.42899 4.10792
C 3.06844 4.89490 2.52229
Se 0.79055 2.35953 2.27861
H 2.26161 4.84646 5.58934
H 1.10995 3.49249 5.67369
H 0.70229 4.92814 4.73654
H 4.33654 3.00464 4.80059
H 4.33792 2.09302 3.27749
H 3.34643 1.54058 4.63062
H 3.68310 5.52751 3.17414
H 2.29642 5.51125 2.05638
H 3.69902 4.50539 1.71886
*
```

How positive or negative is each atom? The Löwdin charges in e answer that:
1 Cr 0.9204
2 C -0.2525
3 C -0.3131
4 C -0.3057
5 C -0.2593
6 C -0.2229
7 C -0.0507
8 C -0.0398
9 C -0.0343
10 C -0.0382
11 C -0.0923
12 H 0.0718
13 H 0.0721
14 H 0.0547
15 H 0.0672
16 H 0.0760
17 H 0.0789
18 H 0.0697
19 H 0.0686
20 H 0.0812
21 H 0.0594
22 H 0.0833
23 H 0.0816
24 H 0.0170
25 H 0.0764
26 H 0.0648
27 C -0.1083
28 O -0.1012
29 C -0.2246
30 C -0.0527
31 C -0.1474
32 C -0.0979
33 C -0.1709
34 C -0.1010
35 N -0.1436
36 N 0.0829
37 C -0.4686
38 O -0.1720
39 C -0.1657
40 C -0.0453
41 C -0.1202
42 C -0.1443
43 C -0.1267
44 C -0.0524
45 C -0.2481
46 O -0.2061
47 H 0.0813
48 H -0.0099
49 H 0.0919
50 H 0.0976
51 H 0.0779
52 H 0.0887
53 H 0.1053
54 H 0.1052
55 H 0.0869
56 H 0.0759
57 H 0.0846
58 H 0.0977
59 C -0.2697
60 Si -0.0761
61 C -0.2581
62 C -0.2593
63 Se 0.2853
64 H 0.0051
65 H 0.0071
66 H 0.0074
67 H 0.0067
68 H 0.0086
69 H 0.0075
70 H 0.0071
71 H 0.0119
72 H 0.0132

---

Here is a molecular structure, C28H36CsN2O6Te at a distorted geometry from OMol25. Energies are from wB97M-V/def2-TZVPD.

ΔE to the lowest compared entry with this formula, charge and spin: 39.5 kcal per mole
HOMO energy: -3.12 eV

The geometry in ORCA input format:
```
! RIJCOSX wB97M-V def2-TZVPD def2/J DEFGRID3
* xyz -1 1
Cs 0.39436 -1.18992 1.18982
C -2.01102 2.24929 3.48035
C -1.66360 0.83075 3.05779
O -0.92294 0.69300 2.08732
C -2.21566 -0.27870 3.82573
C -2.82656 -0.04744 5.07337
C -3.32396 -1.05722 5.85711
C -3.23159 -2.38120 5.39061
C -2.67070 -2.65535 4.17603
C -2.14047 -1.62949 3.31936
O -1.64516 -1.93724 2.19204
H -1.62943 2.92911 2.72301
H -1.53245 2.48457 4.43241
H -3.08866 2.37537 3.59122
H -2.88569 0.96710 5.44816
H -3.76970 -0.84181 6.81944
H -3.60837 -3.19093 6.00682
H -2.59552 -3.67143 3.80637
C 3.24165 1.02239 -2.14514
O 2.07776 0.29141 -1.83022
C 0.92726 0.73681 -2.50944
C 0.47115 2.13348 -2.06700
O -0.93515 2.26433 -2.05764
C -1.50162 2.21072 -3.34445
H 3.47588 0.94334 -3.21640
H 4.05100 0.59503 -1.55878
H 3.14635 2.07975 -1.88144
H 0.13394 0.03020 -2.25611
H 1.10565 0.70026 -3.59724
H 0.90480 2.91393 -2.70736
H 0.80247 2.28507 -1.03879
H -1.02724 2.93851 -4.01632
H -2.55713 2.45391 -3.24092
H -1.41296 1.21408 -3.79371
C 7.78786 -0.53440 6.39712
C 6.61973 -0.22269 5.49644
C 6.80090 0.15006 4.17337
C 5.72908 0.47143 3.34384
C 6.01831 0.86808 1.92218
C 4.41135 0.43268 3.83672
Te 2.78094 1.07828 2.63664
C 4.22040 0.01913 5.16984
C 2.85107 -0.08202 5.78987
C 5.31659 -0.29251 5.96859
H 8.72928 -0.48229 5.84866
H 7.70300 -1.53410 6.82986
H 7.84256 0.17620 7.22578
H 7.80973 0.19745 3.77137
H 7.07762 0.73148 1.69029
H 5.74598 1.91077 1.74527
H 5.41716 0.27351 1.23185
H 2.10277 -0.34488 5.04490
H 2.54782 0.87661 6.21987
H 2.84752 -0.82736 6.58887
H 5.14404 -0.60210 6.99680
O 0.11710 -1.77674 -8.25956
C 1.08788 -2.25673 -7.36492
N 0.62239 -2.35030 -5.99784
C -0.45454 -3.14768 -5.73454
O -0.97197 -3.81196 -6.62214
C -0.99444 -3.12033 -4.35079
C -2.25503 -3.66274 -4.11112
C -2.77240 -3.62694 -2.83196
C -2.01442 -3.04710 -1.82184
N -0.80249 -2.54100 -2.03539
C -0.30931 -2.58399 -3.26433
H -0.60421 -2.42242 -8.22644
H 1.92157 -1.55890 -7.38788
H 1.43818 -3.24731 -7.66357
H 0.77605 -1.56217 -5.39017
H -2.79574 -4.09866 -4.94085
H -3.75132 -4.03070 -2.61302
H -2.38036 -2.98318 -0.80230
H 0.69223 -2.17838 -3.37306
*
```

How positive or negative is each atom? The Löwdin charges in e answer that:
1 Cs 1.0905
2 C -0.0171
3 C -0.4060
4 O -0.3087
5 C -0.1032
6 C -0.0657
7 C -0.1284
8 C -0.1144
9 C -0.0328
10 C -0.4149
11 O -0.4658
12 H 0.0800
13 H 0.0863
14 H 0.0801
15 H 0.0973
16 H 0.0834
17 H 0.0924
18 H 0.1003
19 C -0.0981
20 O -0.2160
21 C -0.2297
22 C -0.1932
23 O -0.1751
24 C -0.1154
25 H 0.0877
26 H 0.0900
27 H 0.0899
28 H 0.1050
29 H 0.1171
30 H 0.1225
31 H 0.1415
32 H 0.0899
33 H 0.0884
34 H 0.0807
35 C -0.0738
36 C -0.2999
37 C -0.0453
38 C -0.3385
39 C -0.1366
40 C -0.5856
41 Te 0.5619
42 C -0.3317
43 C -0.1169
44 C -0.0456
45 H 0.0631
46 H 0.0695
47 H 0.0706
48 H 0.1002
49 H 0.0618
50 H 0.0543
51 H 0.0381
52 H 0.0097
53 H 0.0777
54 H 0.0667
55 H 0.1088
56 O -0.0400
57 C -0.2544
58 N 0.0913
59 C -0.4302
60 O 0.0589
61 C -0.1133
62 C -0.0006
63 C -0.0404
64 C -0.1073
65 N 0.0727
66 C -0.0922
67 H 0.0740
68 H 0.1270
69 H 0.1271
70 H 0.1235
71 H 0.1201
72 H 0.1063
73 H 0.1150
74 H 0.1152

---

Calculated E (eV), listed in the same order as above: -126970.717; -103719.134; -140390.813; -52727.598